(1)
ORCA calculation (wB97M-V/def2-TZVPD) on a molecular structure, C22H35AuN4O3S.

## Properties
Kohn-Sham gap (spin up / spin down): 2.6359 / 2.6348 eV
HOMO level (spin up / spin down): -0.660 / -0.660 hartree

ORCA input file:
```
! RIJCOSX wB97M-V def2-TZVPD def2/J DEFGRID3
* xyz 4 1
Au 0.581 0.586 -1.053
N -0.787 3.724 -3.209
C 0.146 3.544 -4.383
C 1.588 3.773 -3.945
C 2.275 2.598 -3.243
N 1.889 2.429 -1.820
C 2.073 1.293 -4.020
C 0.622 0.986 -4.399
N -0.128 0.443 -3.237
C -0.067 2.189 -5.052
H -0.670 4.669 -2.817
H -0.584 3.019 -2.484
H -1.767 3.646 -3.515
H -0.130 4.320 -5.103
H 1.665 4.680 -3.343
H 2.166 3.965 -4.851
H 3.352 2.815 -3.269
H 1.680 3.326 -1.387
H 2.709 2.079 -1.333
H 2.463 0.462 -3.435
H 2.655 1.361 -4.941
H 0.655 0.201 -5.169
H 0.003 -0.564 -3.228
H -1.128 0.592 -3.361
H -1.133 1.988 -5.176
H 0.340 2.273 -6.063
C 3.001 -3.510 -2.792
S 3.575 -1.924 -2.098
C 4.305 -2.532 -0.541
O 2.348 -1.133 -1.745
H 2.401 -4.040 -2.057
H 3.885 -4.085 -3.044
H 2.421 -3.337 -3.695
H 5.115 -3.197 -0.817
H 3.561 -3.065 0.041
H 4.708 -1.700 0.032
C -2.691 -3.091 6.427
O -2.644 -2.390 5.197
C -3.582 -2.429 4.274
C -4.761 -3.202 4.359
C -5.697 -3.184 3.353
C -5.496 -2.395 2.209
C -4.331 -1.663 2.073
C -3.362 -1.643 3.076
N -2.220 -0.897 2.848
C -1.339 -0.447 3.718
C -0.156 0.243 3.413
C 0.613 0.711 4.504
C 1.792 1.399 4.332
C 2.282 1.626 3.031
C 1.580 1.175 1.950
C 0.332 0.497 2.057
O -0.316 0.150 1.022
H -2.118 -2.491 7.137
H -2.185 -4.059 6.331
H -3.699 -3.244 6.803
H -4.931 -3.831 5.219
H -6.592 -3.783 3.441
H -6.249 -2.369 1.435
H -4.175 -1.061 1.190
H -2.040 -0.648 1.869
H -1.552 -0.612 4.765
H 0.255 0.529 5.505
H 2.347 1.761 5.183
H 3.214 2.155 2.897
H 1.931 1.318 0.933
*
```

(2)
ORCA calculation (wB97M-V/def2-TZVPD) on a molecular structure, C22H35ClCuO2P2.

## Properties
Kohn-Sham gap (spin up / spin down): 3.1719 / 6.8056 eV
HOMO level (spin up / spin down): -0.111 / -0.250 hartree
Energy relative to the best compared isomer or geometry (same formula, charge and spin): 0.00 kcal per mole

ORCA input file:
```
! RIJCOSX wB97M-V def2-TZVPD def2/J DEFGRID3
* xyz 0 2
P 0.288 -2.205 -1.622
P -0.410 2.571 -2.018
C -0.406 -0.693 -2.495
C 0.198 0.757 -2.743
H -1.521 -0.716 -2.438
H -0.301 -1.125 -3.495
H 1.289 0.740 -2.657
H -0.054 1.015 -3.781
C -1.778 3.238 -2.997
H -2.519 3.627 -2.291
H -2.240 2.433 -3.573
H -1.413 4.037 -3.643
C 1.033 3.606 -2.242
H 0.848 4.349 -3.027
H 1.896 2.976 -2.484
H 1.211 4.106 -1.278
C -0.810 -3.540 -2.143
H -0.696 -4.391 -1.460
H -0.578 -3.863 -3.164
H -1.851 -3.194 -2.103
C 1.965 -2.431 -2.204
H 2.550 -1.528 -1.987
H 2.000 -2.632 -3.281
H 2.425 -3.280 -1.680
Cu -1.046 0.708 -1.198
C 0.380 1.830 -5.747
C -0.959 1.899 -5.748
C -1.872 1.070 -6.594
C -1.470 -0.414 -6.753
C -0.749 -1.019 -5.583
C 0.598 -1.037 -5.458
C 1.543 -0.377 -6.407
C 1.179 1.082 -6.781
C 0.297 -2.188 0.171
H 0.977 2.498 -5.112
H -1.446 2.787 -5.338
H -1.934 1.526 -7.599
H -2.889 1.113 -6.183
H -2.400 -0.985 -6.878
H -0.898 -0.561 -7.679
H -1.386 -1.675 -4.983
H 1.093 -1.782 -4.830
H 1.600 -0.975 -7.332
H 2.560 -0.387 -5.988
H 2.124 1.624 -6.931
H 0.666 1.093 -7.752
H 1.094 -1.527 0.524
H 0.445 -3.201 0.574
H -0.653 -1.784 0.539
Cl -0.298 3.088 6.981
C -0.181 2.449 5.396
C -1.308 1.890 4.779
C -1.207 1.383 3.475
C 0.001 1.426 2.765
C 1.134 1.937 3.421
C 1.049 2.455 4.724
C 0.098 0.996 1.311
O -1.035 0.661 0.760
O 1.228 0.998 0.780
H -2.245 1.849 5.323
H -2.086 0.956 2.988
H 2.090 1.948 2.908
H 1.928 2.853 5.229
*
```

(3)
ORCA calculation (wB97M-V/def2-TZVPD) on 4 unconnected molecules or ions with the total composition C22H35ClFN7O5PS.

## Properties
Kohn-Sham gap: 6.5606 eV
HOMO level: -0.368 hartree

ORCA input file:
```
! RIJCOSX wB97M-V def2-TZVPD def2/J DEFGRID3
* xyz 1 1
N -3.592 -1.339 3.096
P -2.855 0.181 2.809
O -2.702 0.854 4.328
C -1.085 -0.047 2.125
C -0.802 -1.605 2.010
C -0.655 -2.343 3.367
C 0.687 -3.045 3.760
C 1.962 -2.870 2.900
S 3.360 -1.987 3.759
O 4.348 -1.690 2.725
O 3.972 -2.944 4.647
Cl 2.743 -0.278 4.728
C -0.030 0.644 3.037
N -0.138 2.104 3.187
C -0.844 2.848 2.132
C -1.343 2.059 0.881
N -0.903 0.629 0.769
C -1.597 -0.052 -0.340
O -0.960 -0.796 -0.991
N -2.958 0.152 -0.664
C -3.185 -0.354 -2.017
O -3.881 -1.223 -2.257
F -2.563 0.306 -3.021
H -4.271 -1.524 2.360
H -4.050 -1.376 4.007
H -2.967 1.784 4.255
H -1.713 -2.009 1.508
H 0.012 -1.713 1.265
H -1.461 -3.104 3.418
H -0.923 -1.629 4.180
H 0.943 -2.734 4.800
H 0.489 -4.134 3.854
H 2.386 -3.880 2.711
H 1.878 -2.385 1.914
H 0.974 0.421 2.574
H 0.027 0.204 4.052
H 0.780 2.536 3.262
H -0.241 3.707 1.767
H -1.741 3.323 2.600
H -0.958 2.580 -0.027
H -2.441 2.176 0.821
H 0.117 0.640 0.615
H -3.215 1.143 -0.724
N 2.754 -2.678 -1.914
C 3.401 -2.485 -0.721
C 4.647 -3.045 -0.820
C 4.760 -3.591 -2.124
C 3.579 -3.346 -2.775
H 1.820 -2.373 -2.126
H 2.922 -1.971 0.096
H 5.394 -3.060 -0.043
H 5.612 -4.105 -2.539
H 3.254 -3.589 -3.773
N -1.882 4.458 -2.243
C -1.525 5.647 -2.820
C -2.273 6.638 -2.243
C -3.113 6.030 -1.275
C -2.849 4.686 -1.293
H -1.495 3.562 -2.479
H -0.773 5.683 -3.591
H -2.224 7.687 -2.488
H -3.828 6.523 -0.637
H -3.265 3.874 -0.717
N 1.659 -1.403 -6.293
C 2.600 -0.725 -5.567
C 1.960 -0.092 -4.535
C 0.579 -0.405 -4.638
C 0.426 -1.218 -5.732
H 1.846 -1.954 -7.113
H 3.640 -0.751 -5.848
H 2.430 0.527 -3.787
H -0.211 -0.074 -3.986
H -0.451 -1.678 -6.158
*
```